No. 1
Computed, not measured: a molecular structure, C24H33As2BCsO7 in a non-equilibrium geometry, with ωB97M-V/def2-TZVPD.

Summary:
**Highest occupied orbital energy**: -3.3 eV
**Relative energy (zero: lowest compared OMol25 entry of this formula, charge and spin)**: 8.1 kcal per mole
**Orbital gap**: 5.184 eV

Structure (ORCA input):
```
! wB97M-V def2-TZVPD RIJCOSX def2/J DEFGRID3
* xyz -1 1
Cs -1.271 1.308 1.164
As -2.506 -1.581 3.292
As -2.929 -1.460 -0.042
O -2.283 2.848 3.531
O 1.703 0.176 -2.383
O 2.162 1.706 -0.745
O -1.137 1.289 5.596
O -3.816 2.085 1.339
O -4.346 4.241 0.936
O 0.445 2.871 5.701
C 6.373 -0.483 -4.872
C -4.205 -0.608 3.350
C -3.369 -4.376 2.992
C -3.977 -5.453 0.937
C 3.777 0.528 -3.674
C -4.612 -1.255 -1.023
C -1.532 3.434 4.541
C 5.946 0.992 -4.878
C 4.352 2.408 -1.666
C -3.132 -3.174 2.326
C 4.979 1.253 -3.722
C -3.785 -5.509 2.309
C -3.820 3.316 1.562
C -2.540 -2.218 5.150
C 3.183 1.686 -1.639
C -3.069 3.831 2.838
C -3.738 -4.265 0.264
C 2.902 0.754 -2.637
C 5.244 2.179 -2.719
C 5.254 1.311 -6.211
C -0.752 2.387 5.304
C -3.307 -3.124 0.935
C 7.213 1.846 -4.789
C -1.791 -2.196 -1.453
B 1.161 0.733 -1.166
H 3.526 -0.203 -4.433
H -2.359 -1.330 5.756
H -3.230 -4.432 4.064
H 5.514 -1.146 -4.978
H -5.407 -1.071 -0.302
H 7.768 1.643 -3.872
H 6.979 2.912 -4.822
H -0.847 4.201 4.163
H -4.515 -0.372 -1.655
H 5.932 1.122 -7.048
H -1.735 -2.929 5.329
H -0.869 -2.546 -0.992
H 6.164 2.747 -2.737
H 4.949 2.359 -6.240
H -3.494 -2.661 5.441
H -2.265 -3.009 -2.003
H 0.859 2.179 6.237
H -1.525 -1.385 -2.129
H 7.062 -0.684 -5.697
H 6.873 -0.730 -3.934
H 4.362 0.700 -6.351
H -4.097 0.237 4.030
H -3.961 -6.432 2.847
H -3.884 -4.228 -0.810
H -4.444 -0.200 2.370
H -4.305 -6.331 0.394
H -2.429 4.672 2.551
H -3.838 4.204 3.524
H -4.963 -1.303 3.711
H -2.176 3.906 5.303
H 4.575 3.133 -0.893
H 7.864 1.618 -5.636
H -4.864 -2.120 -1.637
*
```

Here are the Löwdin charges for atoms 1 to 2, given in e: number 1, Cs, carries 0.90; number 2, As, carries 1.09

No. 2
Computed, not measured: a molecular structure, C24H33AsF5IrO6PS in a non-equilibrium geometry, with ωB97M-V/def2-TZVPD.

Summary:
**Highest occupied orbital energy (alpha / beta)**: -10.5 / -10.7 eV
**Relative energy (zero: lowest compared OMol25 entry of this formula, charge and spin)**: 8.8 kcal per mole
**Orbital gap (alpha / beta)**: 8.339 / 5.047 eV
**<S²>**: 6.03

Structure (ORCA input):
```
! wB97M-V def2-TZVPD RIJCOSX def2/J DEFGRID3
* xyz 1 5
Ir 0.766 -0.435 0.132
As -1.397 0.071 1.363
S 0.669 -2.945 0.193
P 2.408 -0.778 1.981
F -1.022 -1.626 -1.931
F -2.908 -2.792 -3.452
F -2.350 -6.801 -1.066
F -3.575 -5.385 -3.018
F -0.428 -5.651 0.427
O 1.839 -1.314 3.380
O 3.296 0.417 2.537
O 1.995 1.632 0.261
O 3.519 -1.868 1.667
O 0.235 3.033 -5.695
O 0.583 0.523 -1.712
C -2.002 -5.543 -1.289
C -2.290 -3.494 -2.510
C 1.865 2.541 -1.916
C 2.449 2.398 -0.608
C 4.352 -1.819 0.502
C -2.300 0.583 4.146
C -3.994 -1.353 1.966
C -2.606 -1.488 1.344
C 0.980 -2.442 3.568
C 0.931 1.565 -2.392
C -1.841 2.826 0.535
C -1.101 0.686 3.208
C 2.192 3.621 -2.759
C -2.637 -4.818 -2.289
C 0.384 1.721 -3.687
C 0.716 2.803 -4.472
C -2.546 1.474 0.621
C -1.014 -4.947 -0.530
C -1.309 -2.909 -1.736
C 1.633 3.768 -3.994
C -0.630 -3.619 -0.743
C -0.681 2.100 -6.250
C 2.715 1.574 3.158
C 3.671 3.211 -0.262
H -4.613 -2.189 1.639
H -2.065 -2.326 1.787
H -3.955 -1.373 3.052
H -0.898 2.740 -0.010
H 3.526 2.281 3.308
H 0.826 -2.534 4.640
H 0.021 -2.284 3.071
H 2.288 1.307 4.125
H -3.449 1.544 1.229
H -4.496 -0.437 1.654
H 5.032 -0.969 0.557
H 4.435 3.083 -1.028
H 1.953 2.013 2.516
H -2.098 1.128 5.067
H -2.505 -0.453 4.415
H 1.869 4.606 -4.635
H -0.296 0.949 -4.021
H -0.945 2.491 -7.227
H 4.061 2.890 0.701
H -3.199 1.005 3.696
H -2.703 -1.703 0.277
H -0.789 1.727 3.098
H -0.247 0.137 3.607
H 3.423 4.272 -0.207
H -2.470 3.544 0.009
H 1.437 -3.353 3.186
H 4.920 -2.744 0.492
H -0.219 1.117 -6.363
H -1.630 3.236 1.523
H 3.752 -1.752 -0.408
H -1.579 2.016 -5.634
H -2.838 1.139 -0.376
H 2.888 4.374 -2.417
*
```

Here are the Löwdin charges for atoms 1 to 2, given in e: number 1, Ir, carries 0.93; number 2, As, carries 1.13

No. 3
Computed, not measured: 7 unconnected molecules or ions with the total composition C24H33BF6NO19P in a non-equilibrium geometry, with ωB97M-V/def2-TZVPD.

Summary:
**Highest occupied orbital energy**: -8.0 eV
**Orbital gap**: 8.236 eV
**SMILES**: CCP(C)BN(C)C(C)=O.O=C1OC[C@@H](F)O1.O=C1OC[C@@H](F)O1.O=C1OC[C@@H](F)O1.O=C1OC[C@@H](F)O1.O=C1OC[C@@H](F)O1.O=C1OC[C@@H](F)O1

Structure (ORCA input):
```
! wB97M-V def2-TZVPD RIJCOSX def2/J DEFGRID3
* xyz 0 1
P -1.704 -0.158 1.913
F 1.790 1.660 -0.971
F 0.565 -4.848 -4.978
F -8.896 2.097 10.549
F 5.708 -1.887 -7.088
F -5.178 1.490 5.665
F 8.576 4.219 -1.846
O -1.941 1.042 6.768
O 5.918 0.176 -4.341
O -2.023 2.256 -3.175
O 2.825 -4.775 -4.899
O 4.891 -4.151 -4.245
O -0.163 -1.771 -2.183
O 10.257 1.309 -4.750
O 0.054 1.854 -3.946
O 9.786 2.959 -3.281
O 5.410 0.271 -6.494
O -0.323 1.816 -1.763
O -6.963 -0.269 8.960
O -6.736 1.642 10.066
O 8.168 2.114 -4.542
O 5.030 2.058 -5.174
O -0.813 1.459 4.860
O -3.066 1.355 4.876
O -4.909 0.429 9.546
O 3.134 -3.991 -2.846
N -1.989 -1.570 -0.756
C -3.328 1.076 7.131
C 6.224 -0.887 -6.345
C 5.414 0.942 -5.322
C -1.822 1.307 5.452
C 8.690 3.845 -3.141
C -3.995 0.828 5.794
C -0.879 2.010 -2.988
C -1.582 1.554 1.279
C 6.135 -1.149 -4.853
C -2.157 -2.866 -2.874
C -3.519 -0.549 2.179
C 3.733 -4.279 -4.019
C -8.291 0.169 9.270
C 1.335 1.695 -3.324
C 0.950 1.211 -1.938
C -6.085 0.580 9.532
C -8.070 1.638 9.584
C -4.593 0.504 1.858
C 7.526 2.995 -3.614
C 1.640 -5.085 -4.188
C -1.334 -2.023 -1.936
C -3.254 -0.879 -1.093
C 9.483 2.047 -4.244
C 1.714 -4.141 -3.005
B -1.157 -1.082 0.305
H -3.190 -0.428 -2.087
H -3.717 -1.492 1.657
H -3.565 0.331 7.877
H -5.526 0.023 1.538
H -4.835 1.092 2.746
H -8.649 -0.356 10.156
H -4.171 -0.225 5.560
H 1.264 -3.177 -3.240
H -3.407 -0.086 -0.374
H -4.122 -1.547 -1.071
H 0.844 0.130 -1.838
H -2.395 1.851 0.611
H 1.274 -4.533 -2.093
H -1.798 -3.897 -2.782
H -8.133 2.305 8.723
H -3.587 -0.779 3.249
H 1.651 -6.147 -3.935
H -8.952 -0.014 8.429
H 7.115 2.415 -2.786
H 1.838 2.660 -3.267
H 7.030 -1.581 -4.418
H 8.880 4.735 -3.742
H 0.000 -1.344 0.230
H -3.219 -2.855 -2.642
H -3.581 2.070 7.503
H 5.276 -1.776 -4.622
H -4.307 1.192 1.061
H 7.225 -0.657 -6.711
H -1.442 2.291 2.076
H 1.940 0.997 -3.889
H 6.734 3.546 -4.107
H -1.989 -2.536 -3.905
H -0.670 1.549 0.668
*
```

Here are the Löwdin charges for atoms 1 to 2, given in e: number 1, P, carries 0.94; number 2, F, carries 0.08

No. 4
Computed, not measured: a molecular structure, C24H33BrCaN5O6, with ωB97M-V/def2-TZVPD.

Summary:
**Highest occupied orbital energy**: -11.0 eV
**Relative energy (zero: lowest compared OMol25 entry of this formula, charge and spin)**: 7.8 kcal per mole
**Orbital gap**: 8.617 eV

Structure (ORCA input):
```
! wB97M-V def2-TZVPD RIJCOSX def2/J DEFGRID3
* xyz 1 1
Br -3.293 -7.067 -1.212
Ca 0.032 0.201 -0.826
O 0.590 -1.955 -0.790
O 1.091 0.713 -3.197
O -1.303 -2.056 -1.942
O -2.036 0.218 -0.029
O -4.139 0.726 -0.608
O 2.267 0.837 -1.300
N 3.052 0.368 -4.763
N -1.229 2.199 -1.736
N -3.807 -1.277 -2.937
N -5.880 -1.464 -1.902
N -3.993 -2.417 -0.969
C 3.445 -1.001 -5.252
C -1.717 -4.712 -1.054
C -3.366 1.961 -3.042
C 0.734 -0.295 2.610
C -1.373 -6.289 0.738
C 2.161 0.725 -2.534
C -2.350 1.310 -2.111
C 3.465 0.492 -3.311
C -0.123 -4.232 0.690
C -4.222 -0.320 -3.967
C -0.769 -3.868 -0.486
C 3.454 -1.822 -3.974
C 1.438 0.606 1.820
C 4.089 -0.866 -2.965
C -0.369 2.189 2.022
C -4.561 -1.684 -1.924
C -0.516 0.050 3.110
C -0.471 -2.545 -1.130
C -2.005 -5.916 -0.438
C -4.551 1.088 -3.463
C -0.431 -5.437 1.300
C 0.882 1.848 1.520
C -2.925 0.707 -0.795
C -1.065 1.291 2.818
H -3.761 2.861 -2.563
H -2.977 -2.408 -0.928
H 4.145 1.330 -3.184
H 4.012 -2.747 -4.097
H -5.080 -0.729 -4.506
H -2.045 1.550 3.196
H -1.572 2.940 -1.134
H -1.892 0.472 -2.659
H 3.412 1.117 -5.348
H 1.428 2.542 0.891
H -2.825 2.299 -3.933
H -1.615 -7.232 1.207
H 4.443 -0.920 -5.680
H 3.873 -1.123 -1.931
H -4.489 -2.581 -0.110
H -5.093 1.595 -4.265
H -6.283 -0.814 -2.553
H 5.172 -0.830 -3.092
H 0.063 -5.723 2.219
H 2.014 0.468 -4.690
H -2.826 -1.523 -2.849
H -1.065 -0.653 3.722
H 2.412 0.341 1.428
H 2.435 -2.076 -3.675
H 0.616 -3.563 1.109
H -6.373 -1.582 -1.035
H 1.162 -1.262 2.840
H -0.801 3.153 1.790
H 2.746 -1.325 -6.018
H -2.218 -4.423 -1.967
H -0.828 2.633 -2.561
H -3.406 -0.296 -4.690
H -5.225 1.026 -2.611
*
```

Here are the Löwdin charges for atoms 1 to 2, given in e: number 1, Br, carries 0.75; number 2, Ca, carries 1.46

No. 5
Computed, not measured: 3 unconnected molecules or ions with the total composition C24H33BrN5O in a non-equilibrium geometry, with ωB97M-V/def2-TZVPD.

Summary:
**Highest occupied orbital energy**: -11.4 eV
**Orbital gap**: 6.904 eV

Structure (ORCA input):
```
! wB97M-V def2-TZVPD RIJCOSX def2/J DEFGRID3
* xyz 1 1
Br -1.160 -2.680 -3.408
O -5.438 0.727 -1.901
N -3.083 0.386 -1.392
N -1.075 -1.307 4.850
N 4.843 1.327 0.138
N 0.879 -0.648 -3.059
N -0.270 0.003 -2.966
C 3.829 0.881 0.902
C -3.537 0.011 0.005
C -2.958 -0.349 6.677
C 4.000 0.084 2.022
C 6.355 0.166 1.608
C -1.616 2.165 -2.574
C -2.239 -0.702 0.693
C -4.283 0.376 -2.259
C 2.438 1.303 -2.474
C 6.082 0.962 0.508
C 1.563 -3.101 -2.484
C 1.458 -2.742 -0.925
C -0.205 1.373 -2.633
C 2.223 -0.200 -2.885
C -3.211 -1.501 5.946
C -4.104 -0.134 -3.787
C -1.757 0.320 6.489
C 1.187 3.713 -1.950
C 0.764 -2.117 -3.464
C 1.132 2.175 -2.344
C 5.291 -0.279 2.378
C -0.857 -0.194 5.570
C -2.245 -1.937 5.053
C -2.497 1.774 -1.293
H 3.152 -0.850 -2.998
H 3.146 -0.245 2.601
H -1.286 -0.234 0.234
H 1.098 -2.254 -4.550
H 3.461 1.763 -2.273
H -1.498 3.292 -2.683
H -4.716 -1.074 -3.989
H -4.376 0.699 -4.530
H -2.335 -1.817 0.458
H -2.177 1.816 -3.524
H -2.396 -2.835 4.462
H 0.235 4.300 -2.158
H -2.207 -0.502 1.820
H 1.076 -4.142 -2.610
H -3.689 0.023 7.386
H 2.028 4.253 -2.531
H 7.375 -0.099 1.857
H -2.986 -0.346 -3.926
H -1.526 1.221 7.043
H -1.958 1.931 -0.302
H -4.434 -0.711 -0.010
H -3.406 2.494 -1.289
H 2.260 -1.931 -0.720
H 1.806 -3.649 -0.300
H -4.138 -2.048 6.068
H 0.094 0.296 5.386
H 2.838 1.187 0.581
H 0.441 -2.339 -0.607
H 5.465 -0.903 3.248
H 6.881 1.337 -0.122
H 2.650 -3.248 -2.854
H 1.441 3.814 -0.834
H -3.827 0.946 0.623
*
```

Here are the Löwdin charges for atoms 1 to 2, given in e: number 1, Br, carries 0.73; number 2, O, carries 0.05

No. 6
Computed, not measured: C24H33ClN6O2 in the gas phase in a non-equilibrium geometry, with ωB97M-V/def2-TZVPD.

Summary:
**Highest occupied orbital energy**: -8.0 eV
**Relative energy (zero: lowest compared OMol25 entry of this formula, charge and spin)**: 0.0 kcal per mole
**Orbital gap**: 8.486 eV
**SMILES**: CCCCCCCCn1c(N2CCN(c3cccc(Cl)c3)CC2)nc2c1c(=O)[nH]c(=O)n2C

Structure (ORCA input):
```
! wB97M-V def2-TZVPD RIJCOSX def2/J DEFGRID3
* xyz 0 1
Cl -8.521 1.106 -0.167
O 2.913 -2.173 -1.028
O 0.784 -4.832 -4.022
N -1.510 -1.246 -2.072
N -0.452 -3.128 -3.159
N 0.228 -0.576 -0.833
N -3.659 2.692 0.097
N -1.823 0.691 -0.755
N 1.770 -3.454 -2.522
C 1.324 -0.490 1.370
C 4.398 -0.457 1.605
C 5.836 -0.053 1.291
C 1.873 -2.391 -1.620
C -2.020 0.962 0.660
C 0.634 -1.692 -1.551
C 1.117 0.184 0.010
C -2.442 2.428 0.832
C 2.105 0.390 2.345
C -1.634 -3.472 -3.917
C -6.336 2.915 2.613
C -3.471 2.369 -1.300
C 6.702 -1.265 0.959
C -5.103 3.017 2.003
C -0.466 -2.065 -2.308
C -7.207 1.847 0.683
C 8.134 -0.869 0.622
C -3.055 0.909 -1.500
C -7.410 2.328 1.964
C -5.977 1.929 0.057
C -4.891 2.520 0.710
C 0.699 -3.872 -3.289
C -1.069 -0.370 -1.174
C 3.514 0.758 1.876
H 6.265 0.479 2.144
H 6.260 -1.794 0.113
H -6.469 3.309 3.609
H 2.180 -0.143 3.296
H 2.079 0.235 -0.505
H 8.153 -0.204 -0.239
H -1.420 -4.385 -4.468
H -4.303 3.513 2.529
H -1.655 3.081 0.439
H -2.819 0.317 1.061
H -5.883 1.519 -0.935
H 4.392 -1.109 2.482
H 0.719 1.196 0.118
H 2.608 -4.013 -2.636
H -1.108 0.768 1.218
H 3.979 1.369 2.655
H -3.844 0.231 -1.149
H 6.706 -1.949 1.811
H -4.373 2.599 -1.864
H -2.472 -3.623 -3.237
H 8.731 -1.748 0.390
H 0.353 -0.733 1.812
H -1.880 -2.665 -4.606
H 1.543 1.311 2.528
H -8.375 2.250 2.436
H -2.577 2.639 1.891
H 1.856 -1.427 1.211
H -2.862 0.698 -2.551
H 8.596 -0.353 1.462
H 5.839 0.633 0.440
H -2.666 3.013 -1.672
H 4.007 -1.026 0.761
H 3.457 1.374 0.977
*
```

Here are the Löwdin charges for atoms 1 to 2, given in e: number 1, Cl, carries 0.67; number 2, O, carries 0.06